1.
{
  "formula": "C4H2AlLiO2",
  "method": "wB97M-V/def2-TZVPD",
  "symbols": ["H", "O", "C", "C", "Li", "O", "C", "Al", "H", "C"],
  "coordinates": [[1.600165, -1.704581, -0.981607], [1.141545, -1.898566, -0.158845], [-0.671241, -1.522860, 1.970296], [-1.372715, -0.461839, 1.850791], [-0.722709, -2.443759, 0.109297], [-1.202414, 0.747037, 1.617397], [1.727069, -1.207587, 0.896675], [1.998140, 0.814291, 0.908814], [1.499857, -0.847116, 2.975106], [1.177163, -1.388292, 2.083965]],
  "forces_ev_per_a": [[0.211, -0.056, -0.100], [-0.271, 0.463, -0.198], [2.708, -2.442, 0.025], [3.384, 6.137, -0.177], [0.151, -0.218, -0.087], [-2.470, -3.817, 0.465], [-0.221, -1.924, -0.335], [0.376, 1.057, -0.083], [-0.393, -0.444, 0.059], [-3.475, 1.244, 0.431]],
  "charge": 1,
  "e_homo_ev": [-12.6, -12.6],
  "e_lumo_ev": [-5.703, -6.408],
  "max_force_ev_per_a": 7.01,
  "relative_energy_ev": 4.069,
  "spin_multiplicity": 2,
  "homo_lumo_gap_ha": [0.252, 0.226],
  "e_tot_ha": -553.60773
}

2.
{
  "formula": "C4H2AuO5",
  "method": "wB97M-V/def2-TZVPD",
  "symbols": ["C", "H", "O", "O", "O", "C", "C", "C", "H", "O", "Au", "O"],
  "coordinates": [[0.610226, 0.089083, -2.504640], [-1.180126, 1.265808, -2.282739], [-2.709426, 0.799942, 3.347173], [1.625059, -0.044973, -3.094912], [-1.135938, -0.385408, 2.134340], [-0.125358, 1.154945, -2.010364], [-1.966743, 0.190423, 2.715422], [1.267045, -0.234522, 0.024707], [2.212662, 0.239402, -0.282685], [1.123866, -0.850597, 1.058312], [-0.024848, -2.016925, 1.775805], [0.303580, -0.207178, -0.880420]],
  "forces_ev_per_a": [[4.775, 3.751, -2.458], [0.302, 1.192, 0.536], [1.065, -1.104, -1.364], [-2.772, -1.778, 1.547], [-0.249, 0.681, -0.827], [-3.966, 1.451, -4.012], [-2.726, 2.360, 2.957], [-1.594, 0.907, -6.077], [0.045, -0.025, 0.814], [5.180, 2.573, 1.405], [-3.011, -5.754, 1.937], [2.952, -4.254, 5.542]],
  "charge": 2,
  "e_homo_ev": [-16.1, -20.1],
  "e_lumo_ev": [-11.218, -13.262],
  "max_force_ev_per_a": 7.58,
  "spin_multiplicity": 4,
  "homo_lumo_gap_ha": [0.179, 0.251],
  "e_tot_ha": -664.40196
}

3.
{
  "formula": "C4H2BrO2",
  "method": "wB97M-V/def2-TZVPD",
  "symbols": ["H", "Br", "C", "C", "O", "C", "O", "C", "H"],
  "coordinates": [[-1.247950, -0.469224, -1.839260], [1.012946, 1.253450, -2.502566], [0.442188, 0.430140, 0.079665], [-1.283321, 2.133162, -0.887907], [-1.717707, 2.205030, 0.255057], [-0.169433, 0.970475, -1.046156], [-1.485474, 2.763784, -1.910379], [0.917891, 0.136662, 1.149268], [1.400529, -0.156250, 2.033124]],
  "forces_ev_per_a": [[1.514, 2.051, 1.417], [0.524, 0.042, -0.278], [0.325, -0.250, 1.304], [0.594, -0.555, 0.153], [-0.348, -0.047, 0.750], [-2.379, -1.578, -2.134], [-0.267, 0.491, -0.819], [-0.121, -0.012, -0.888], [0.159, -0.141, 0.494]],
  "charge": -1,
  "e_homo_ev": [-4.7, -4.5],
  "e_lumo_ev": [2.955, 3.055],
  "max_force_ev_per_a": 3.56,
  "relative_energy_ev": 3.069,
  "spin_multiplicity": 1,
  "homo_lumo_gap_ha": [0.281, 0.277],
  "e_tot_ha": -2878.00483
}

4.
{
  "formula": "C4H2BrP",
  "method": "wB97M-V/def2-TZVPD",
  "symbols": ["C", "P", "C", "C", "H", "Br", "C", "H"],
  "coordinates": [[-0.508146, -1.347535, -0.003949], [-0.320994, -0.007176, 1.155433], [1.849454, 1.425380, -0.209577], [-0.911518, -2.297798, -0.647260], [2.742052, 1.750366, -0.595400], [-2.601378, 2.683460, 1.504674], [0.891553, 0.838791, 0.247860], [-1.141022, -3.045489, -1.451781]],
  "forces_ev_per_a": [[-0.776, 0.017, 0.414], [-0.264, -0.304, -0.522], [-1.760, -1.195, 0.837], [0.207, -0.488, -1.430], [1.402, 0.855, -0.720], [0.347, -0.463, -0.124], [0.560, 0.483, -0.022], [0.283, 1.095, 1.568]],
  "charge": 0,
  "e_homo_ev": [-10.5, -8.6],
  "e_lumo_ev": [-2.206, -3.260],
  "max_force_ev_per_a": 2.29,
  "relative_energy_ev": 2.045,
  "spin_multiplicity": 1,
  "homo_lumo_gap_ha": [0.305, 0.195],
  "e_tot_ha": -3068.77602
}

5.
{
  "formula": "C4H2CaO2",
  "method": "wB97M-V/def2-TZVPD",
  "symbols": ["C", "C", "Ca", "C", "C", "O", "O", "H", "H"],
  "coordinates": [[0.660858, 0.991204, -0.935629], [-0.951040, -0.413049, 0.640614], [-2.905889, -2.914040, 1.000944], [-0.160114, 0.295701, -0.175582], [2.030155, 0.893563, -0.641419], [-1.555582, -1.503225, 0.346314], [3.108015, 0.553559, -0.751803], [-0.958270, -0.036768, 1.678561], [0.731866, 2.133056, -1.162000]],
  "forces_ev_per_a": [[1.614, 4.209, 1.489], [2.098, 1.818, -0.448], [0.220, 0.113, -0.344], [-1.416, -0.848, 0.778], [2.471, -3.714, -1.755], [-1.466, -1.582, 0.243], [-1.408, 1.455, 1.012], [-0.125, 0.102, -0.352], [-1.989, -1.554, -0.622]],
  "charge": 2,
  "e_homo_ev": -17.0,
  "e_lumo_ev": -9.238,
  "max_force_ev_per_a": 4.79,
  "relative_energy_ev": 0.000,
  "spin_multiplicity": 1,
  "homo_lumo_gap_ha": 0.284,
  "e_tot_ha": -980.99293
}

6.
{
  "formula": "C4H2Cl2N2O6S",
  "method": "wB97M-V/def2-TZVPD",
  "symbols": ["C", "S", "O", "Cl", "C", "O", "N", "C", "O", "O", "H", "C", "Cl", "N", "O", "O", "H"],
  "coordinates": [[-0.006039, 0.684002, 0.031086], [-1.378955, 1.152659, -1.269605], [0.797286, 2.821006, 0.352227], [-0.177706, -2.866661, -1.991957], [0.412906, -0.613999, -0.443754], [-2.544818, 1.876735, -0.750655], [-2.849433, -0.847637, -0.483182], [-1.746610, -0.676368, -1.548643], [2.033695, 1.333714, -0.699680], [-2.367311, -0.558063, 0.598772], [-0.595807, 0.751697, 1.039741], [-0.421461, -1.307581, -1.230910], [-2.409806, -0.942274, -3.115104], [1.019858, 1.721108, -0.115769], [-0.664234, 1.624903, -2.379316], [-3.993731, -1.108081, -0.702453], [1.338057, -1.010010, -0.176442]],
  "forces_ev_per_a": [[-3.491, 1.300, 1.255], [-1.627, 0.747, 2.631], [0.192, -0.704, -0.486], [0.304, 0.845, 0.784], [-1.313, -1.413, -1.023], [2.167, -1.506, -0.857], [0.521, -0.028, 1.126], [-0.627, 0.655, -0.461], [-0.800, 1.020, 0.560], [-0.499, -0.475, 0.445], [1.570, -0.047, -1.784], [-0.671, -0.366, -0.134], [0.086, 0.038, -0.196], [1.430, -0.084, 0.079], [0.769, 0.593, -1.654], [0.502, -0.117, -0.613], [1.486, -0.457, 0.327]],
  "smiles": "O=[N+]([O-])[C@@H]1C=C(Cl)[C@@](Cl)([N+](=O)[O-])S1(=O)=O",
  "charge": 0,
  "e_homo_ev": -11.1,
  "e_lumo_ev": -1.234,
  "max_force_ev_per_a": 3.93,
  "relative_energy_ev": 0.410,
  "spin_multiplicity": 1,
  "homo_lumo_gap_ha": 0.364,
  "e_tot_ha": -2032.87907
}

7.
{
  "formula": "C4H2Cl2NO2S",
  "method": "wB97M-V/def2-TZVPD",
  "symbols": ["C", "S", "O", "C", "Cl", "C", "C", "H", "N", "H", "O", "Cl"],
  "coordinates": [[-3.235835, -1.305408, -0.518611], [-0.751525, -0.976364, -1.225141], [-3.208868, -2.402982, -0.797178], [-0.134532, 0.261212, 1.314193], [1.026704, 1.768592, -1.317892], [2.062381, 1.155285, -0.139320], [-0.355121, -0.385963, 0.295868], [0.044343, 0.477790, 2.366389], [2.763504, 0.071079, -0.144910], [2.628877, -0.647055, -0.811494], [-3.510120, -0.318266, -0.025544], [2.670191, 2.302080, 1.003640]],
  "forces_ev_per_a": [[-0.723, 0.545, 1.221], [1.235, 0.567, 1.632], [0.382, -3.856, -1.738], [0.244, -0.505, 0.964], [-0.655, 0.971, -1.832], [-0.041, -0.929, 1.782], [-1.169, -0.648, -1.913], [0.104, 0.129, -0.915], [1.400, -0.722, 0.424], [-0.701, -0.315, -0.987], [-0.461, 3.187, 0.729], [0.385, 1.574, 0.633]],
  "charge": -1,
  "e_homo_ev": [-0.3, -4.8],
  "e_lumo_ev": [2.940, 0.782],
  "max_force_ev_per_a": 4.25,
  "spin_multiplicity": 3,
  "homo_lumo_gap_ha": [0.117, 0.205],
  "e_tot_ha": -1677.30424
}

8.
{
  "formula": "C4H2ClO2",
  "method": "wB97M-V/def2-TZVPD",
  "symbols": ["H", "O", "C", "Cl", "C", "H", "C", "C", "O"],
  "coordinates": [[-1.249696, 0.163375, 1.494147], [-0.911847, -2.317102, -0.227987], [0.577980, -0.023458, -0.880742], [-2.937557, 0.365800, -0.102506], [-0.644207, -1.143191, -0.185400], [1.510522, -0.163885, -1.383956], [-1.214610, 0.111871, 0.401172], [-0.132601, 1.001156, -0.284256], [-0.019847, 2.231536, -0.210402]],
  "forces_ev_per_a": [[0.139, -0.016, -0.109], [-0.131, 0.703, 0.336], [-3.348, -3.777, 1.893], [-0.228, 0.193, -0.048], [3.919, 2.104, -2.550], [0.370, 0.141, -0.196], [-0.392, 0.209, 0.403], [-0.147, 0.384, 0.193], [-0.183, 0.060, 0.078]],
  "smiles": "O=C1C=C([O-])[C@@H]1Cl",
  "charge": -1,
  "e_homo_ev": -3.6,
  "e_lumo_ev": 3.849,
  "max_force_ev_per_a": 5.39,
  "relative_energy_ev": 1.197,
  "spin_multiplicity": 1,
  "homo_lumo_gap_ha": 0.273,
  "e_tot_ha": -764.28953
}

9.
{
  "formula": "C4H2ClS2",
  "method": "wB97M-V/def2-TZVPD",
  "symbols": ["Cl", "C", "C", "H", "H", "C", "S", "C", "S"],
  "coordinates": [[3.805459, -0.515077, -0.107185], [2.182029, -0.042953, 0.509973], [-0.859091, -1.161485, -0.950624], [-1.507408, -0.719860, -1.718131], [1.513615, -0.395231, -1.441640], [-0.364188, -2.251286, -0.520688], [-0.307282, 0.347164, 0.048986], [1.336998, 0.049541, -0.483614], [0.503697, -3.375776, 0.123522]],
  "forces_ev_per_a": [[0.791, -0.211, -0.358], [1.244, 0.352, 2.139], [-1.743, 3.031, 0.045], [0.341, -1.449, 0.110], [-0.221, 0.376, -0.959], [0.258, -0.912, 0.181], [-0.188, -1.140, -1.185], [-0.435, 0.148, 0.046], [-0.047, -0.193, -0.021]],
  "charge": -1,
  "e_homo_ev": -3.1,
  "e_lumo_ev": 2.898,
  "max_force_ev_per_a": 3.50,
  "relative_energy_ev": 0.000,
  "spin_multiplicity": 1,
  "homo_lumo_gap_ha": 0.221,
  "e_tot_ha": -1410.08406
}

10.
{
  "formula": "C4H2CoLiO2",
  "method": "wB97M-V/def2-TZVPD",
  "symbols": ["C", "Co", "C", "C", "H", "H", "C", "O", "Li", "O"],
  "coordinates": [[-0.349428, -1.087187, 1.269612], [-0.987650, -1.787394, -1.223719], [1.443201, 0.079156, -1.453612], [2.086361, 0.647454, -0.529765], [-1.670693, 1.720794, 0.894914], [-0.212815, -2.156697, 1.262329], [-0.909360, -0.020578, 1.016347], [-0.812009, 1.278596, 0.822811], [0.779952, 2.118943, -0.156791], [0.632441, -0.793087, -1.902125]],
  "forces_ev_per_a": [[-1.616, 0.478, -0.885], [1.709, 1.179, -0.688], [0.027, 0.179, 2.664], [-0.171, 0.901, -0.856], [-0.031, -0.167, 0.066], [0.208, 0.428, 0.427], [2.179, -1.250, 0.605], [-0.802, 0.568, -0.183], [0.652, -0.608, -0.121], [-2.154, -1.708, -1.030]],
  "charge": 0,
  "e_homo_ev": [-6.8, -6.7],
  "e_lumo_ev": [-0.937, -1.230],
  "max_force_ev_per_a": 2.94,
  "relative_energy_ev": 4.369,
  "spin_multiplicity": 5,
  "homo_lumo_gap_ha": [0.217, 0.200],
  "e_tot_ha": -1694.08034
}

11.
{
  "formula": "C4H2CoO2",
  "method": "wB97M-V/def2-TZVPD",
  "symbols": ["C", "H", "Co", "O", "C", "C", "O", "H", "C"],
  "coordinates": [[-1.418086, 0.768190, -0.209947], [0.211725, -2.210579, -0.855822], [2.979811, 0.382253, -0.736086], [1.787824, 0.309816, 0.562942], [-2.131279, 1.343377, 0.629933], [-0.692605, -0.363101, -0.272232], [1.595304, -0.997316, -0.030942], [-2.640546, 1.978969, 1.334058], [0.307848, -1.211607, -0.421900]],
  "forces_ev_per_a": [[-0.221, -1.171, 2.417], [0.110, 0.205, 0.338], [0.479, 0.088, -0.550], [-0.514, -0.605, 0.281], [0.094, 0.671, -0.665], [1.018, 0.263, -1.641], [1.353, 0.761, 0.694], [-0.010, -0.128, -0.377], [-2.311, -0.084, -0.497]],
  "charge": 1,
  "e_homo_ev": [-12.4, -12.8],
  "e_lumo_ev": [-6.560, -7.093],
  "max_force_ev_per_a": 2.69,
  "relative_energy_ev": 3.790,
  "spin_multiplicity": 5,
  "homo_lumo_gap_ha": [0.213, 0.209],
  "e_tot_ha": -1686.22027
}

12.
{
  "formula": "C4H2F2",
  "method": "wB97M-V/def2-TZVPD",
  "symbols": ["C", "F", "C", "C", "H", "C", "H", "F"],
  "coordinates": [[-0.109958, -1.085483, -1.996038], [1.107686, -0.551850, 1.606705], [-0.111842, 0.003252, -1.320495], [0.361478, 0.579206, 1.924010], [-0.482055, -2.135810, -1.754591], [-0.102590, 1.051218, -0.589366], [0.090642, 2.044776, -0.296897], [-0.753362, 0.094690, 2.426673]],
  "forces_ev_per_a": [[-0.538, -2.136, 0.054], [-1.389, 1.855, 0.739], [-0.095, 1.580, 1.358], [0.508, -2.229, -0.211], [0.607, 1.781, -0.448], [-0.128, -1.647, -0.947], [0.091, 0.558, -0.104], [0.945, 0.237, -0.441]],
  "charge": 0,
  "e_homo_ev": [-8.6, -8.7],
  "e_lumo_ev": [-1.555, -1.737],
  "max_force_ev_per_a": 2.43,
  "relative_energy_ev": 5.546,
  "spin_multiplicity": 1,
  "homo_lumo_gap_ha": [0.260, 0.257],
  "e_tot_ha": -353.05692
}